Formula: C33H54NO7
Source: the Open Molecules 2025 dataset
Level of theory: the ωB97M-V functional and the def2-TZVPD basis

Cartesian coordinates (Å):
C 4.07 -0.97 2.05
C 4.46 -0.60 0.79
C 4.60 0.77 0.31
C 4.63 1.05 -1.01
C 4.52 0.03 -2.12
C 3.11 0.05 -2.75
C 1.97 0.33 -1.77
C 0.60 0.23 -2.47
C -0.48 1.07 -1.75
C -1.60 0.25 -1.08
C -2.08 0.87 0.23
C -3.45 0.36 0.67
O -4.48 1.12 0.06
C -5.69 1.15 0.77
C 4.73 2.46 -1.50
O 4.76 2.66 -2.69
C 4.78 3.60 -0.54
C 4.89 5.00 -1.09
C 3.93 5.38 -2.21
O 4.60 5.36 -3.46
C 4.74 3.32 0.77
C 4.75 4.35 1.87
C 3.34 4.60 2.45
C 2.21 4.67 1.45
O 2.35 5.84 0.62
C 1.30 6.07 -0.20
C 0.96 7.52 -0.37
O 0.72 5.18 -0.77
C 4.66 1.91 1.26
O 4.62 1.71 2.46
H 4.60 -0.63 2.93
H 3.23 -1.64 2.21
H 4.69 -1.40 0.10
H 5.21 0.35 -2.90
H 4.84 -0.96 -1.81
H 3.10 0.80 -3.54
H 2.92 -0.93 -3.21
H 2.01 -0.42 -0.98
H 2.03 1.33 -1.34
H 0.28 -0.81 -2.55
H 0.74 0.66 -3.46
H -0.05 1.73 -0.99
H -0.95 1.73 -2.48
H -1.25 -0.77 -0.92
H -2.45 0.22 -1.77
H -1.37 0.60 1.02
H -2.14 1.96 0.15
H -3.58 -0.71 0.43
H -3.52 0.46 1.76
H -5.68 0.49 1.65
H -5.92 2.16 1.10
H -6.51 0.82 0.13
H 5.91 5.14 -1.47
H 4.76 5.71 -0.28
H 3.02 4.77 -2.20
H 3.62 6.42 -2.03
H 3.93 5.44 -4.15
H 5.25 5.26 1.55
H 5.34 3.93 2.68
H 3.11 3.76 3.11
H 3.34 5.51 3.03
H 2.11 3.76 0.85
H 1.27 4.77 2.00
H 1.70 8.01 -1.00
H 0.89 8.03 0.59
H 0.00 7.59 -0.88
C -4.49 -5.76 -1.25
C -3.41 -5.05 -0.42
C -2.32 -6.04 0.01
C -2.79 -7.04 1.06
C -3.37 -6.35 2.29
C -4.46 -5.30 1.98
N -3.97 -4.42 0.84
O -3.30 -3.51 1.23
C -5.80 -5.99 1.62
C -4.75 -4.46 3.22
C -2.83 -3.97 -1.34
H -4.12 -5.93 -2.25
H -4.77 -6.73 -0.86
H -5.40 -5.15 -1.33
H -1.46 -5.48 0.40
H -1.98 -6.56 -0.89
H -3.52 -7.73 0.63
H -1.94 -7.65 1.37
H -3.81 -7.08 2.97
H -2.56 -5.85 2.83
H -6.52 -5.27 1.24
H -6.22 -6.43 2.52
H -5.69 -6.79 0.90
H -3.84 -4.03 3.65
H -5.19 -5.10 3.98
H -5.45 -3.65 3.00
H -3.60 -3.25 -1.63
H -2.45 -4.45 -2.23
H -2.01 -3.42 -0.88

Calculated values
Relative energy (zero: lowest compared OMol25 entry of this formula, charge and spin): 0.000 eV
Total charge: +1

Formula: C33H55F2IInO18
Source: the Open Molecules 2025 dataset
Level of theory: the ωB97M-V functional and the def2-TZVPD basis

Cartesian coordinates (Å):
C -1.76 2.16 -3.39
C -0.92 1.07 -4.09
In 0.72 0.47 -2.69
C 1.62 -1.54 -3.14
C 1.18 -2.66 -2.21
C 1.59 -4.04 -2.75
I 2.17 -2.44 -0.31
C 2.37 1.99 -2.87
C 1.94 3.34 -3.38
F 3.13 2.17 -1.68
C -0.20 0.36 -0.64
C -1.52 -0.43 -0.72
F -0.52 1.66 -0.09
H -2.40 1.69 -2.64
H -1.14 2.88 -2.85
H -2.41 2.67 -4.10
H -1.60 0.26 -4.35
H -0.47 1.51 -4.98
H 2.70 -1.52 -3.18
H 1.29 -1.84 -4.14
H 0.10 -2.66 -2.09
H 0.98 -4.31 -3.61
H 2.63 -3.96 -3.05
H 1.54 -4.78 -1.95
H 3.07 1.59 -3.61
H 1.20 3.81 -2.73
H 2.80 4.01 -3.51
H 1.47 3.22 -4.36
H 0.43 -0.12 0.11
H -2.36 0.25 -0.66
H -1.59 -1.21 0.03
H -1.58 -0.92 -1.69
C -2.08 -6.68 -6.17
C -1.60 -5.27 -6.41
C -1.38 -4.92 -7.87
O -0.33 -3.94 -7.79
C 0.37 -4.18 -6.66
O 1.41 -3.67 -6.38
O -0.28 -5.08 -5.88
H -3.01 -6.87 -6.69
H -1.32 -7.39 -6.50
H -2.24 -6.84 -5.10
H -2.26 -4.54 -5.93
H -2.26 -4.50 -8.34
H -1.02 -5.77 -8.45
C 3.23 1.17 1.77
C 2.99 0.49 3.09
C 1.58 0.62 3.62
O 1.78 0.57 5.05
C 3.04 1.01 5.29
O 3.45 1.26 6.38
O 3.74 1.12 4.15
H 2.55 0.77 1.01
H 3.08 2.25 1.85
H 4.25 1.01 1.43
H 3.30 -0.55 3.04
H 0.92 -0.19 3.30
H 1.11 1.57 3.37
C -1.15 4.63 0.15
C -2.23 5.58 -0.32
C -3.44 5.64 0.58
O -4.49 5.98 -0.35
C -4.11 5.54 -1.58
O -4.82 5.51 -2.52
O -2.81 5.16 -1.56
H -0.83 4.90 1.16
H -1.51 3.61 0.15
H -0.29 4.67 -0.51
H -1.81 6.58 -0.47
H -3.37 6.39 1.36
H -3.68 4.67 1.03
C 2.48 -9.45 -4.31
C 1.51 -9.84 -5.40
C 2.12 -10.59 -6.56
O 1.28 -10.21 -7.65
C 0.75 -9.00 -7.36
O 0.15 -8.31 -8.12
O 0.99 -8.68 -6.07
H 2.97 -10.33 -3.90
H 3.23 -8.76 -4.69
H 1.96 -8.94 -3.50
H 0.66 -10.39 -4.98
H 2.11 -11.67 -6.42
H 3.14 -10.27 -6.78
C 2.28 3.93 6.87
C 2.03 5.14 7.74
C 2.04 4.85 9.22
O 1.14 5.85 9.74
C 0.28 6.17 8.74
O -0.71 6.81 8.88
O 0.69 5.65 7.57
H 3.24 3.48 7.11
H 1.49 3.19 7.00
H 2.29 4.22 5.82
H 2.72 5.95 7.49
H 3.03 4.97 9.68
H 1.65 3.87 9.46
C -3.21 5.17 8.61
C -3.70 4.23 7.53
C -3.99 2.82 7.99
O -3.72 2.05 6.82
C -2.82 2.73 6.08
O -2.24 2.29 5.14
O -2.66 3.99 6.56
H -3.94 5.24 9.42
H -2.26 4.83 9.01
H -3.05 6.17 8.21
H -4.56 4.66 7.00
H -5.03 2.69 8.31
H -3.32 2.50 8.79

Calculated values
Total charge: -1
E: -90679.0345 eV

Formula: C33H55FN6PSiTi
Source: the Open Molecules 2025 dataset
Level of theory: the ωB97M-V functional and the def2-TZVPD basis

Cartesian coordinates (Å):
Ti -0.66 -0.79 1.34
C -3.34 0.57 1.78
N -2.57 -0.48 2.43
C -2.25 -0.09 3.82
C -3.30 -1.81 2.38
C -2.85 -2.56 1.17
C -3.51 -3.78 0.94
C -3.19 -4.53 -0.19
C -2.17 -4.15 -1.05
C -1.42 -3.04 -0.75
C -1.75 -2.25 0.36
H -4.37 0.60 2.14
H -3.37 0.30 0.71
H -2.85 1.52 1.88
H -3.16 0.08 4.38
H -1.65 0.85 3.84
H -1.64 -0.91 4.29
H -4.41 -1.63 2.39
H -3.05 -2.42 3.27
H -4.33 -4.04 1.60
H -3.67 -5.51 -0.31
H -1.99 -4.70 -1.98
H -0.67 -2.63 -1.41
C 3.10 0.46 3.20
Si 1.78 -0.72 3.83
C 2.80 -2.12 4.66
C 0.83 0.28 5.14
N 0.69 -1.30 2.58
C 0.94 -2.61 2.07
C 1.84 -2.81 1.01
C 2.14 -4.09 0.57
C 1.58 -5.20 1.19
C 0.78 -5.05 2.33
C 0.46 -3.75 2.72
F -0.24 -3.55 3.89
H 3.48 1.07 3.99
H 3.97 -0.09 2.85
H 2.81 1.14 2.39
H 3.70 -1.63 5.03
H 3.10 -2.85 3.93
H 2.27 -2.59 5.48
H 1.43 0.29 6.08
H -0.14 -0.22 5.34
H 0.71 1.35 4.84
H 2.22 -1.96 0.43
H 2.82 -4.27 -0.25
H 1.77 -6.19 0.78
H 0.37 -5.89 2.85
N -0.24 0.35 -0.07
P 0.09 1.27 -1.36
N 1.28 0.84 -2.44
C 2.54 0.36 -1.87
C 3.71 0.21 -2.89
C 3.29 -0.69 -4.06
C 1.76 -0.82 -4.14
C 1.18 0.54 -3.86
N -1.17 1.55 -2.40
C -1.99 0.35 -2.77
C -3.38 0.66 -3.32
C -3.35 1.70 -4.44
C -2.18 2.70 -4.33
C -1.55 2.87 -2.96
N 0.71 2.70 -0.72
C 1.71 3.67 -1.21
C 2.36 4.30 0.03
C 1.33 5.28 0.62
C -0.06 4.63 0.58
C 0.05 3.12 0.48
H 2.31 -0.64 -1.43
H 2.78 1.04 -1.00
H 4.61 -0.19 -2.38
H 3.88 1.23 -3.23
H 3.68 -1.72 -3.99
H 3.71 -0.36 -5.02
H 1.51 -1.50 -3.33
H 1.40 -1.19 -5.10
H 0.17 0.65 -4.20
H 1.72 1.35 -4.41
H -2.11 -0.25 -1.87
H -1.45 -0.28 -3.52
H -3.95 1.06 -2.46
H -3.88 -0.30 -3.57
H -4.28 2.30 -4.47
H -3.35 1.24 -5.41
H -2.55 3.63 -4.71
H -1.35 2.34 -5.01
H -2.19 3.39 -2.21
H -0.59 3.39 -3.06
H 1.34 4.45 -1.89
H 2.46 3.11 -1.80
H 3.30 4.80 -0.25
H 2.61 3.52 0.74
H 1.34 6.21 0.02
H 1.56 5.53 1.65
H -0.65 5.04 -0.25
H -0.60 4.89 1.49
H -1.01 2.72 0.49
H 0.50 2.70 1.41

Calculated values
Relative energy (zero: lowest compared OMol25 entry of this formula, charge and spin): 0.000 eV
Total charge: 0
Spin multiplicity: 2

Formula: C33H56BrN5O7ReSSi
Source: the Open Molecules 2025 dataset
Level of theory: the ωB97M-V functional and the def2-TZVPD basis

Cartesian coordinates (Å):
Re 0.20 0.30 -0.79
C -2.29 -0.26 2.33
C -0.80 -0.49 2.31
C -0.01 0.76 2.63
C -0.37 -1.65 3.17
O -0.44 -0.84 0.85
Si -0.48 -2.45 0.21
S 0.01 -1.78 -1.77
O -2.03 -2.87 0.31
C -2.64 -4.21 0.39
C -4.13 -3.99 0.17
C -2.38 -4.79 1.77
C -2.06 -5.08 -0.71
O 0.51 -3.51 0.83
C 1.85 -4.10 0.90
C 2.03 -4.54 2.34
C 1.85 -5.28 -0.05
C 2.88 -3.06 0.50
H -2.58 0.06 3.33
H -2.83 -1.17 2.08
H -2.57 0.52 1.62
H -0.16 1.00 3.68
H -0.35 1.61 2.05
H 1.06 0.59 2.48
H -0.63 -1.41 4.20
H 0.70 -1.82 3.11
H -0.90 -2.57 2.92
H -4.51 -3.25 0.87
H -4.67 -4.92 0.32
H -4.32 -3.65 -0.85
H -2.82 -4.16 2.54
H -1.31 -4.89 1.96
H -2.83 -5.78 1.85
H -2.19 -4.60 -1.68
H -2.58 -6.04 -0.74
H -1.00 -5.27 -0.55
H 1.26 -5.26 2.63
H 2.00 -3.69 3.02
H 3.00 -5.03 2.45
H 1.10 -6.01 0.25
H 2.82 -5.77 -0.03
H 1.65 -4.96 -1.07
H 2.85 -2.20 1.17
H 2.70 -2.73 -0.53
H 3.87 -3.50 0.54
N 1.03 1.15 -2.60
C 2.54 1.28 -2.68
C 3.25 0.05 -2.15
C 3.23 0.01 -0.63
O 4.20 0.04 0.06
O 1.99 -0.04 -0.09
H 0.74 0.57 -3.39
H 0.64 2.08 -2.77
H 2.82 2.18 -2.12
H 2.80 1.45 -3.72
H 4.29 0.06 -2.47
H 2.78 -0.86 -2.54
C -3.09 2.78 1.05
O -1.76 2.68 0.52
C -0.91 3.71 0.80
C -1.32 4.93 1.33
C -0.38 5.93 1.55
Br -0.95 7.57 2.26
C 0.96 5.73 1.25
C 1.37 4.51 0.74
C 0.43 3.51 0.53
O 0.85 2.31 -0.07
C 2.76 4.35 0.28
N 3.31 5.18 -0.56
C 4.59 4.68 -0.78
C 5.61 5.21 -1.57
C 6.82 4.53 -1.58
C 7.01 3.37 -0.82
C 6.01 2.83 -0.04
C 4.79 3.51 -0.05
N 3.58 3.29 0.62
H -3.05 2.99 2.12
H -3.55 1.82 0.87
H -3.64 3.57 0.54
H -2.35 5.12 1.57
H 1.69 6.52 1.39
H 1.83 2.27 0.02
H 5.46 6.11 -2.14
H 7.64 4.91 -2.17
H 7.98 2.88 -0.84
H 6.16 1.93 0.54
H 3.48 2.66 1.40
C -5.18 -0.56 -1.09
C -4.10 0.11 -1.93
C -4.54 1.51 -2.34
C -3.78 -0.74 -3.16
N -2.92 0.20 -1.01
N -1.76 0.77 -1.65
H -6.12 -0.56 -1.64
H -5.33 -0.02 -0.16
H -4.92 -1.59 -0.87
H -5.38 1.44 -3.02
H -3.76 2.06 -2.87
H -4.86 2.10 -1.48
H -4.71 -0.97 -3.69
H -3.31 -1.68 -2.88
H -3.15 -0.22 -3.89
H -2.67 -0.75 -0.74
H -1.91 1.78 -1.62
H -1.75 0.48 -2.63

Calculated values
Relative energy (zero: lowest compared OMol25 entry of this formula, charge and spin): 1.991 eV
Total charge: +2
Spin multiplicity: 4